Entry 1:
Formula: C30H25GeNO5Ti
Source: the Open Molecules 2025 dataset
Level of theory: ωB97M-V/def2-TZVPD

Each line ends with the natural charge from an NBO analysis.
Geometry (Å):
Ti (-0.2013, -0.8430, 0.6931)  1.506
O (-1.8949, 1.5447, 1.3661)  -0.711
C (-0.6935, 1.0923, 0.8012)  0.209
O (0.2380, 0.6729, 1.7036)  -0.738
C (-0.1452, 1.8981, -0.3412)  -0.127
O (0.3555, 0.9773, -1.3241)  -0.515
C (-0.6234, 0.5810, -2.2619)  -0.182
C (-1.6378, -0.4591, -1.7827)  0.773
O (-2.7433, -0.5263, -2.2521)  -0.589
O (-1.1493, -1.3041, -0.8808)  -0.769
H (-1.6743, 1.8976, 2.2381)  0.478
H (0.7120, 2.4960, -0.0246)  0.203
H (-0.9065, 2.5464, -0.7803)  0.193
H (-0.0892, 0.1228, -3.0967)  0.216
H (-1.1778, 1.4432, -2.6401)  0.198
C (1.7012, -1.5106, 0.3784)  -0.769
Ge (1.7745, -2.5494, 2.0329)  1.559
C (-0.0980, -2.3245, 2.6766)  -0.393
C (-1.1257, -2.8215, 1.8486)  -0.322
C (-2.4496, -2.4183, 2.0114)  -0.179
C (-2.7891, -1.5951, 3.0756)  -0.182
C (-1.8076, -1.1747, 3.9623)  -0.190
C (-0.4772, -1.4981, 3.7402)  -0.182
C (3.0687, -1.7766, 3.2288)  -0.491
C (4.2112, -2.4838, 3.6023)  -0.135
C (5.2072, -1.8717, 4.3539)  -0.234
C (5.0727, -0.5450, 4.7335)  -0.207
C (3.9497, 0.1766, 4.3509)  -0.204
C (2.9577, -0.4321, 3.5946)  -0.204
C (2.0159, -4.4472, 1.7500)  -0.478
C (2.0378, -4.9567, 0.4533)  -0.149
C (2.1654, -6.3231, 0.2298)  -0.217
C (2.2790, -7.1926, 1.3034)  -0.208
C (2.2641, -6.6980, 2.6018)  -0.214
C (2.1290, -5.3350, 2.8218)  -0.200
H (-0.8770, -3.5153, 1.0490)  0.257
H (-3.1998, -2.7637, 1.3132)  0.242
H (-3.8136, -1.2722, 3.2031)  0.229
H (-2.0724, -0.5410, 4.7991)  0.222
H (0.2834, -1.0772, 4.3864)  0.230
H (4.3302, -3.5217, 3.3119)  0.208
H (6.0884, -2.4322, 4.6394)  0.214
H (5.8488, -0.0693, 5.3204)  0.213
H (3.8503, 1.2183, 4.6295)  0.213
H (2.1099, 0.1567, 3.2591)  0.233
H (1.9572, -4.2758, -0.3873)  0.220
H (2.1764, -6.7042, -0.7835)  0.213
H (2.3786, -8.2569, 1.1311)  0.214
H (2.3551, -7.3759, 3.4411)  0.214
H (2.1120, -4.9694, 3.8438)  0.211
N (2.7568, -0.7397, 0.2301)  -0.179
C (3.6990, -0.0496, 0.1290)  0.248
C (4.9149, 0.2456, -0.6051)  -0.059
C (5.0754, -0.2786, -1.8880)  -0.195
C (6.2321, -0.0005, -2.5969)  -0.209
C (7.2240, 0.7888, -2.0278)  -0.193
C (7.0617, 1.3073, -0.7507)  -0.212
C (5.9028, 1.0424, -0.0369)  -0.191
H (4.2951, -0.8933, -2.3173)  0.226
H (6.3613, -0.4027, -3.5930)  0.219
H (8.1274, 1.0004, -2.5852)  0.217
H (7.8359, 1.9231, -0.3126)  0.218
H (5.7529, 1.4408, 0.9575)  0.227

Calculated values
Maximum force ... 0.68 eV Å⁻¹
Spin multiplicity ... 1
LUMO ... -0.163 eV

---

Entry 2:
Formula: C30H25MnN3O5P2Se2
Source: the Open Molecules 2025 dataset
Level of theory: ωB97M-V/def2-TZVPD

Each line ends with the Mulliken spin population.
Geometry (Å):
Mn (-3.6283, 1.2490, -0.2716)  4.809
O (-5.4323, 4.7582, -1.7817)  0.003
C (-4.7882, 3.8710, -1.0543)  0.006
O (-4.8685, 2.6722, -1.2667)  0.043
C (-3.9358, 4.4900, 0.0209)  0.004
O (-3.3888, 3.5070, 0.8394)  0.004
C (-3.8535, 3.4195, 2.1910)  -0.003
C (-4.4647, 2.0563, 2.5053)  0.012
O (-5.0360, 1.9350, 3.5686)  0.011
O (-4.2589, 1.1402, 1.6160)  0.038
H (-5.9183, 4.2957, -2.4829)  0.000
H (-4.5413, 5.2132, 0.5684)  0.001
H (-3.1305, 5.0269, -0.4865)  -0.001
H (-4.5719, 4.2061, 2.4198)  0.000
H (-2.9887, 3.5415, 2.8442)  0.001
Se (3.5210, 2.9227, -0.4760)  0.000
P (2.3071, 1.2230, -0.2757)  0.002
C (2.8911, -0.1604, -1.2979)  0.000
C (2.9697, -1.4766, -0.8549)  0.000
C (3.5512, -2.4512, -1.6583)  0.000
C (4.0461, -2.1148, -2.9067)  0.000
C (3.9401, -0.8070, -3.3681)  0.000
C (3.3665, 0.1683, -2.5687)  0.000
C (2.2862, 0.6903, 1.4570)  -0.002
C (3.2994, -0.0865, 2.0106)  0.001
C (3.3679, -0.2631, 3.3851)  0.000
C (2.4338, 0.3405, 4.2136)  0.000
C (1.4245, 1.1228, 3.6661)  0.000
C (1.3498, 1.3003, 2.2935)  -0.001
C (0.5558, 1.5091, -0.6901)  -0.008
C (-0.5978, 0.7365, -0.8126)  -0.056
N (-1.6230, 1.6075, -0.8993)  0.061
N (-1.1397, 2.8443, -0.8837)  0.007
N (0.1629, 2.8061, -0.7558)  0.008
P (-1.0627, -0.9912, -0.7665)  0.026
Se (-3.1861, -1.2399, -1.0871)  0.032
C (-0.5452, -1.6383, 0.8423)  -0.014
C (-1.2927, -1.2306, 1.9510)  0.011
C (-0.9799, -1.7086, 3.2114)  0.006
C (0.0846, -2.5878, 3.3746)  0.000
C (0.8373, -2.9814, 2.2805)  0.001
C (0.5226, -2.5128, 1.0106)  -0.004
C (-0.2577, -1.8869, -2.0925)  -0.005
C (0.2057, -1.2120, -3.2140)  0.004
C (0.6304, -1.9345, -4.3187)  -0.001
C (0.6090, -3.3204, -4.2959)  0.001
C (0.1425, -3.9962, -3.1753)  -0.001
C (-0.3091, -3.2827, -2.0775)  0.006
H (2.5764, -1.7475, 0.1155)  0.000
H (3.6206, -3.4730, -1.3045)  0.000
H (4.5149, -2.8715, -3.5250)  0.000
H (4.3208, -0.5429, -4.3470)  0.000
H (3.3317, 1.2002, -2.8966)  0.000
H (4.0680, -0.5146, 1.3823)  0.000
H (4.1630, -0.8622, 3.8112)  0.000
H (2.4945, 0.2088, 5.2870)  0.000
H (0.6990, 1.6056, 4.3093)  0.000
H (0.5783, 1.9332, 1.8692)  0.001
H (-2.1398, -0.5696, 1.8347)  -0.006
H (-1.5738, -1.3981, 4.0618)  0.000
H (0.3287, -2.9640, 4.3608)  0.000
H (1.6725, -3.6576, 2.4106)  0.000
H (1.1194, -2.8174, 0.1610)  -0.001
H (0.2156, -0.1292, -3.2303)  0.001
H (0.9806, -1.4113, -5.1986)  0.000
H (0.9528, -3.8796, -5.1575)  0.000
H (0.1061, -5.0778, -3.1669)  0.000
H (-0.7348, -3.8018, -1.2279)  0.002

Calculated values
Maximum force ... 0.47 eV Å⁻¹
Spin multiplicity ... 6
LUMO (alpha / beta) ... -0.043 / -0.136 eV